Version w
DFT (ωB97M-V with the def2-TZVPD basis set) results for C6H8N3OS as an isolated structure.

Each line ends with the Löwdin charge.
Atoms and positions in Å:
C1 -1.7677 0.8541 -0.0902  -0.458
C2 -1.4043 -0.4280 -0.1166  -0.212
C3 -0.8257 1.9103 -0.1899  -0.028
C4 0.5103 1.8050 -0.0553  -0.057
C5 1.3189 0.6368 0.4539  -0.130
C6 0.9744 -0.6425 -0.1881  -0.406
N1 -3.1067 0.9523 -0.0850  -0.169
N2 -2.2550 -1.4141 0.0186  -0.256
N3 1.0009 -1.9419 0.4866  0.231
O1 1.4985 -0.7975 -1.3682  0.122
S1 -3.6832 -0.6028 -0.0656  1.038
H1 -1.4414 2.8483 -0.2086  0.150
H2 1.0845 2.6746 -0.2995  0.106
H3 2.5058 0.7372 0.4863  0.184
H4 1.0322 0.4071 1.4851  0.131
H5 -0.0065 -2.2652 0.8836  0.230
H6 1.7804 -2.2110 1.1207  0.189
H7 1.3123 -2.4964 -0.3430  0.185
H8 1.4723 -0.0261 -1.9246  0.149

The HOMO energy (spin up / spin down) is -12.683 / -12.683 eV. The HOMO-LUMO gap (spin up / spin down) is 8.466 / 8.465 eV. As for the spin multiplicity: 1. As for the total charge: +1.

Version x
DFT (ωB97M-V with the def2-TZVPD basis set) results for C6H8N3OS as an isolated structure.

Each line ends with the Löwdin charge.
Atoms and positions in Å:
C1 0.5053 1.9348 -0.0585  -0.097
C2 -0.7162 1.3661 -0.0785  -0.006
C3 1.6781 1.2968 0.1503  -0.092
C4 1.9456 0.0306 0.0258  -0.113
C5 -0.9311 -0.0962 -0.0930  -0.295
C6 0.1858 -1.0011 -0.0531  -0.036
N1 0.1623 -2.2921 -0.0092  0.153
N2 -2.1080 -0.7012 -0.0876  -0.302
N3 2.9083 -0.8358 -0.1057  0.119
O1 -4.1559 0.9822 -0.2389  -0.356
S1 -3.6505 -0.5534 0.1001  1.052
H1 0.5235 2.9803 0.2278  0.129
H2 -1.6539 1.8587 -0.4104  0.121
H3 2.4783 1.9219 0.4448  0.130
H4 -0.6121 -3.0151 -0.1689  0.177
H5 1.1924 -2.7112 -0.0258  0.170
H6 3.7130 -0.8575 -0.6896  0.125
H7 3.0249 -1.6186 0.5087  0.110
H8 -4.4899 1.3106 0.5618  0.010

The HOMO energy (spin up / spin down) is -11.758 / -11.758 eV. The HOMO-LUMO gap (spin up / spin down) is 6.624 / 6.625 eV. As for the spin multiplicity: 1. As for the total charge: +1.

Relative energy of each structure, in kcal/mol: version w 11.2; version x 0.0.

Version w
DFT (ωB97M-V with the def2-TZVPD basis set) results for one molecule with the formula C5H9N3O.

Each line ends with the Löwdin charge.
Atoms and positions in Å:
C1 -2.5373 0.0514 1.5943  -0.071
N1 -1.3054 0.2276 1.3917  0.012
C2 -0.5963 -0.2034 0.0932  -0.237
C3 -1.3858 -0.7792 -1.0275  -0.059
C4 0.6947 0.0968 0.2112  -0.221
N2 1.3461 0.4160 1.3637  0.101
C5 1.6014 -0.1727 -1.1086  -0.441
N3 2.7236 0.5981 -1.0997  0.148
O1 1.4265 -1.0085 -1.9648  0.057
H1 -3.2356 -0.4153 0.8911  0.066
H2 -2.9655 0.4080 2.5277  0.060
H3 -0.7866 -0.8737 -1.9276  0.063
H4 -2.2246 -0.1269 -1.2784  0.077
H5 -1.7883 -1.7515 -0.7398  0.086
H6 2.2025 0.9400 1.3546  0.077
H7 0.7252 0.6180 2.1354  0.082
H8 3.3166 0.5723 -1.9163  0.112
H9 2.7890 1.4031 -0.5000  0.088

The HOMO energy is -8.022 eV. The HOMO-LUMO gap is 8.896 eV. Its structure (SMILES) is C=N/C(C)=C(\N)C(N)=O. As for the spin multiplicity: 1. As for the total charge: 0.

Version x
DFT (ωB97M-V with the def2-TZVPD basis set) results for C5H9N3O as an isolated structure.

Each line ends with the Löwdin charge.
Atoms and positions in Å:
C1 -1.5697 -0.1494 1.3130  -0.044
N1 0.7775 0.1252 0.5187  -0.078
C2 1.7736 -0.3121 -0.2423  -0.296
C3 -0.7397 0.1038 0.0726  -0.521
C4 0.0573 -1.7318 -1.4175  0.013
C5 -1.0409 1.2445 -0.6884  -0.035
O1 1.0567 1.3767 1.1166  -0.016
N2 -0.8919 -1.3090 -0.8043  0.131
N3 3.0121 -0.3104 -0.3417  0.134
H1 0.4386 1.9635 0.5988  0.093
H2 3.5099 0.1618 0.4124  0.071
H3 -1.2716 -1.0865 1.7812  0.082
H4 -2.6208 -0.2165 1.0334  0.087
H5 -1.4352 0.6613 2.0271  0.085
H6 1.1997 -1.0542 -1.1322  0.083
H7 0.2746 -2.5864 -2.0400  0.111
H8 -2.0144 1.7007 -0.5880  0.046
H9 -0.5157 1.4188 -1.6192  0.053

The HOMO energy (spin up / spin down) is -7.575 / -7.574 eV. The HOMO-LUMO gap (spin up / spin down) is 6.510 / 6.509 eV. As for the spin multiplicity: 1. As for the total charge: 0.

Relative energy of each structure, in kcal/mol: version w 0.0; version x 150.6.

Version w
DFT (ωB97M-V with the def2-TZVPD basis set) results for one molecule with the formula C5H9N3O.

Each line ends with the Löwdin charge.
Atoms and positions in Å:
C1 -0.8334 0.8500 -0.0333  -0.360
C2 -2.2539 0.6100 -0.0046  -0.332
C3 1.9181 0.9871 0.1019  -0.126
C4 -3.3518 -0.2939 0.4749  -0.020
C5 1.8524 -1.3389 -0.6453  -0.033
N1 -0.0247 -0.1011 -0.6640  0.015
N2 -1.9421 1.5244 -0.7937  0.198
N3 1.2739 -0.0586 -0.4051  -0.216
O1 3.2611 1.0294 0.4730  0.011
H1 -0.3136 1.3808 0.8221  0.126
H2 1.4711 1.8595 0.3435  0.085
H3 -4.3369 -0.0878 -0.0341  0.096
H4 -3.5175 -0.2006 1.5170  0.051
H5 -2.8487 -1.2911 0.3698  0.097
H6 2.5876 -1.2142 -1.4957  0.117
H7 2.3231 -1.7901 0.2392  0.096
H8 1.1299 -2.0514 -1.0807  0.097
H9 3.6053 0.1867 0.8151  0.097

The HOMO energy (spin up / spin down) is -6.855 / -6.857 eV. The HOMO-LUMO gap (spin up / spin down) is 7.354 / 7.356 eV. As for the spin multiplicity: 1. As for the total charge: 0.

Version x
DFT (ωB97M-V with the def2-TZVPD basis set) results for C5H9N3O as an isolated structure.

Each line ends with the Löwdin charge.
Atoms and positions in Å:
C1 -0.4890 -0.8953 -2.0861  -0.115
N1 0.3083 -1.3968 -0.9751  -0.058
C2 -0.7334 0.4684 1.5445  -0.525
C3 1.7662 -0.4756 -0.2572  -0.390
N2 -1.6121 1.2182 2.2656  0.159
C4 0.3267 1.2686 0.8870  -0.020
C5 1.3598 0.8424 0.1481  -0.048
N3 2.6944 -1.1987 -0.4662  0.089
O1 -0.8494 -0.7465 1.4938  0.037
H1 -0.2659 -1.6117 -0.1609  0.072
H2 -2.3423 0.7392 2.7666  0.112
H3 -1.4878 2.2025 2.4213  0.097
H4 1.1468 -2.0882 -1.2149  0.140
H5 0.2241 2.3419 1.0130  0.102
H6 2.0280 1.5959 -0.2601  0.116
H7 -1.0094 0.0152 -1.7825  0.076
H8 -1.2363 -1.6233 -2.4163  0.075
H9 0.1712 -0.6560 -2.9207  0.082

The HOMO energy is -8.043 eV. The HOMO-LUMO gap is 8.076 eV. As for the spin multiplicity: 1. As for the total charge: 0.

Relative energy of each structure, in kcal/mol: version w 72.0; version x 0.0.